1.
Entry from the Open Molecules 2025 dataset: C29H29BrN8O4S2SbSe4V as an isolated structure (the ωB97M-V functional and the def2-TZVPD basis).

Structure (ORCA input):
```
! wB97M-V def2-TZVPD RIJCOSX def2/J DEFGRID3
* xyz -2 3
V -0.5085 -2.9583 0.5437
Se 6.4285 -4.4266 1.3084
Sb 4.3961 -4.0008 2.5861
Se 1.9269 -3.5445 0.9045
Se 0.9377 -3.2122 -1.3311
Se 4.8587 -2.1991 4.1659
Br -4.7461 3.6102 -4.3578
C -3.5260 4.0523 -2.9723
C -2.5482 5.0040 -3.1984
C -1.6584 5.3101 -2.1795
C -1.7166 4.6512 -0.9579
C -2.7207 3.7048 -0.7455
C -3.6298 3.4126 -1.7457
N -0.8566 5.1250 0.0839
N -0.4461 4.3907 1.0135
C -0.3256 2.9971 0.9271
C -0.4989 2.3391 2.1332
C -0.5906 0.9572 2.2304
C -0.5041 0.1583 1.0851
O -0.6410 -1.1114 1.1229
C -0.2001 0.8218 -0.1783
N -0.0775 0.0187 -1.2506
C 0.3592 0.5271 -2.3687
C 0.7413 1.8792 -2.4886
C 0.5470 2.7173 -1.4278
C -0.0189 2.2152 -0.2331
H -2.4811 5.5017 -4.1561
H -0.8877 6.0557 -2.3310
H -2.8013 3.2047 0.2103
H -4.4147 2.6887 -1.5724
H -0.6245 2.9566 3.0156
H -0.7343 0.4717 3.1859
H 0.4520 -0.1550 -3.2080
H 1.1810 2.2386 -3.4101
H 0.8604 3.7517 -1.4802
N -5.4243 0.8577 4.0274
C -4.7934 -0.1449 3.3013
C -5.4331 -0.7348 2.2072
C -4.8310 -1.7698 1.5235
C -3.5583 -2.1962 1.8883
C -2.9400 -1.6575 3.0071
C -3.5503 -0.6306 3.7021
S -2.9232 -3.6797 1.1679
O -1.6907 -4.0106 1.9275
O -3.9671 -4.6581 1.3169
N -2.4416 -3.6015 -0.3502
C -2.5050 -2.5708 -1.2772
S -3.2720 -1.0051 -1.0123
C -3.0068 -0.6161 -2.6687
C -2.3888 -1.6513 -3.2765
N -2.1323 -2.7548 -2.5075
H -6.1529 1.3590 3.5492
H -4.8248 1.4429 4.5838
H -6.4124 -0.3823 1.9042
H -5.3453 -2.2499 0.7023
H -1.9774 -2.0367 3.3194
H -3.0582 -0.1995 4.5660
H -3.2566 0.3523 -3.0695
H -2.0719 -1.6599 -4.3100
C 4.8058 -3.1320 -1.9471
N 5.2971 -1.9633 -1.2531
C 6.6930 -1.6809 -1.4744
C 4.3554 -1.1035 -0.7142
O 3.2125 -1.0672 -1.1562
N 4.6867 -0.3585 0.3946
C 3.5598 0.2426 1.1010
C 5.9555 -0.4551 1.1016
H 5.5127 -3.9472 -1.7812
H 4.6810 -2.9535 -3.0252
H 3.8434 -3.4288 -1.5408
H 6.9094 -1.7456 -2.5502
H 7.3288 -2.3994 -0.9456
H 6.9522 -0.6778 -1.1547
H 2.6651 -0.3545 0.9315
H 3.3525 1.2643 0.7606
H 3.7780 0.2405 2.1674
H 6.2986 -1.4896 1.1710
H 5.8052 -0.1122 2.1216
H 6.7334 0.1666 0.6477
*
```

Properties
* strongest force on any atom: 0.039 hartree/bohr
* calculated total energy: -16022.005550 hartree
* relative energy (zero: lowest compared OMol25 entry of this formula, charge and spin): 2.380 eV
* Kohn-Sham gap (spin up / spin down): 4.8 / 4.9 eV



2.
Entry from the Open Molecules 2025 dataset: C29H29F2N2O5PSeSr as an isolated structure (the ωB97M-V functional and the def2-TZVPD basis).

Structure (ORCA input):
```
! wB97M-V def2-TZVPD RIJCOSX def2/J DEFGRID3
* xyz -2 1
Sr -0.0966 1.0080 -0.1168
C -0.5279 -4.0907 2.5343
C 0.5974 -3.6599 1.8528
C 1.1193 -2.3931 2.0853
C 0.5079 -1.5362 2.9931
C -0.6419 -1.9716 3.6569
C -1.1481 -3.2413 3.4441
P 1.0333 0.2070 3.2524
C 1.5284 0.1365 5.0279
C 1.8235 -1.0311 5.7294
C 2.2363 -0.9800 7.0538
C 2.3687 0.2420 7.6983
C 2.0796 1.4132 7.0114
C 1.6567 1.3569 5.6919
C 2.6267 0.2848 2.3773
C 3.8591 0.0492 2.9894
C 5.0142 0.0744 2.2241
C 4.9085 0.3048 0.8564
C 3.6630 0.5197 0.2770
C 2.4563 0.5511 1.0024
H -0.9405 -5.0727 2.3372
H 1.0597 -4.2997 1.1119
H 1.9851 -2.0529 1.5319
H -1.1481 -1.2959 4.3389
H -2.0438 -3.5603 3.9639
H 1.7315 -1.9887 5.2315
H 2.4618 -1.8987 7.5830
H 2.6931 0.2809 8.7316
H 2.1770 2.3717 7.5071
H 1.4206 2.2707 5.1579
H 3.9246 -0.1511 4.0542
H 5.9823 -0.0919 2.6849
H 5.8053 0.3148 0.2428
H 3.6387 0.6707 -0.8013
C -4.0008 -1.9037 -4.6353
C -3.9335 -0.4739 -5.1617
N -2.7765 0.2227 -4.6207
C -3.0144 1.1271 -3.4864
C -3.6619 2.4329 -3.9156
C -1.5912 0.0346 -5.2289
O -1.4682 -0.5842 -6.2873
C -0.3745 0.5691 -4.5278
C 0.4128 1.5472 -5.1109
C 1.5240 2.0054 -4.4246
C 1.8079 1.4593 -3.1847
N 1.0830 0.4905 -2.6304
C 0.0103 0.0590 -3.2941
H -4.9161 -2.3968 -4.9743
H -3.9735 -1.9128 -3.5458
H -3.1447 -2.4717 -4.9996
H -4.8210 0.0856 -4.8653
H -3.8735 -0.4715 -6.2507
H -2.0808 1.3680 -2.9870
H -3.6315 0.5968 -2.7587
H -2.9988 2.9765 -4.5935
H -3.8114 3.0468 -3.0252
H -4.6197 2.2745 -4.4201
H 0.1410 1.9532 -6.0774
H 2.1439 2.7964 -4.8247
H 2.6446 1.8223 -2.5977
H -0.5779 -0.7143 -2.8095
F -0.5309 -2.3111 -1.0356
C -1.4804 -1.3965 -0.4428
F -2.5245 -1.3864 -1.4377
H -1.9328 -2.0338 0.3373
O -3.1997 3.6903 -0.9853
Se -1.5955 3.7485 -0.7019
O -1.0149 5.2614 -0.7960
O -0.8041 2.7248 -1.7716
O -1.2259 3.0232 0.7547
*
```

Properties
* strongest force on any atom: 0.004 hartree/bohr
* calculated total energy: -4581.445858 hartree
* relative energy (zero: lowest compared OMol25 entry of this formula, charge and spin): 0.000 eV
* Kohn-Sham gap: 6.4 eV